1.
Computed, not measured: C28H20Co2O10 as an isolated structure at a distorted geometry, with the ωB97M-V functional and the def2-TZVPD basis.

## Properties
Orbital gap: 4.79 eV
Lowest unoccupied orbital energy: 0.174 Eh
Net charge: -2

```
60
Properties=species:S:1:pos:R:3:forces:R:3
C -1.936 -0.078 3.625 0.13 0.14 0.22
C 1.895 1.670 2.689 0.31 0.31 1.52
H -2.772 -2.093 2.090 0.30 0.00 0.00
O -0.413 3.054 -2.398 1.53 0.37 1.03
C 0.628 5.669 0.866 0.59 -0.01 0.31
H 0.198 0.289 -2.122 0.25 -0.35 -0.17
O 3.843 1.197 -0.600 -0.80 0.93 -0.02
C 3.014 4.463 -1.786 0.49 0.91 -0.74
O 2.634 1.266 3.483 -1.19 0.35 -0.73
C -1.057 -4.408 -1.906 0.08 0.06 0.07
C -1.281 -2.012 -2.143 -0.18 -0.20 -0.24
H 1.621 -0.416 -1.268 -0.14 -0.04 -0.28
C 2.591 3.802 0.847 0.01 1.81 2.66
H -3.015 -0.274 3.567 0.29 -0.01 -0.01
O 1.998 0.141 1.186 -1.04 -1.54 0.16
H -1.476 -5.412 -1.981 0.09 0.17 -0.07
C 0.232 -4.229 -1.389 -0.05 0.21 -0.06
O -1.910 0.348 1.364 -0.03 -0.98 0.68
C 1.343 4.422 0.622 0.15 0.92 1.84
C -1.367 7.046 0.668 0.58 -0.38 0.28
H -1.422 8.789 1.948 0.15 -0.16 -0.14
C 2.998 1.984 -0.666 0.96 -1.42 -0.69
C -1.808 -3.297 -2.305 0.28 0.09 0.15
C -0.845 7.921 1.624 0.06 0.30 -0.15
C 0.539 3.198 -1.747 -1.72 -0.57 -1.16
H 4.310 2.758 1.516 -0.49 -0.16 0.38
C 0.437 7.715 2.138 0.22 -0.26 0.05
C 0.527 -0.407 -1.336 0.24 0.06 -1.02
O 0.129 -0.350 2.317 -0.75 -0.04 0.76
H -1.040 5.159 -0.388 0.06 0.43 0.22
C 0.757 -2.940 -1.253 -0.16 -0.18 -0.04
Co 0.772 2.905 1.649 0.39 -1.69 1.03
C -0.834 2.836 0.930 -2.22 -0.86 -1.99
H -1.325 -2.387 1.104 0.06 0.24 -0.08
O -1.909 3.051 0.547 1.05 0.43 0.72
H -2.322 7.264 0.209 -0.12 -0.13 0.06
C -1.677 -2.007 2.064 0.02 -0.31 -0.16
H 2.177 6.402 2.192 -0.50 0.09 -0.23
H 0.880 8.430 2.833 -0.21 -0.08 -0.04
O 3.701 5.135 -2.433 -0.36 -0.45 0.43
H -2.805 -3.416 -2.742 0.33 -0.04 0.22
H -1.810 1.000 3.736 0.16 -0.07 -0.08
H 1.767 -2.783 -0.862 -0.33 -0.09 -0.05
C -1.306 -0.554 2.321 0.12 1.38 -1.01
O -0.607 3.680 4.032 -0.81 -0.40 0.05
C -1.409 0.324 0.073 1.38 -1.11 -0.41
H 0.841 -5.087 -1.093 -0.26 0.20 -0.09
O -2.196 0.503 -0.836 -0.32 0.10 -0.15
C 0.017 0.097 -0.057 -2.32 -0.71 2.13
H -1.532 -0.571 4.512 0.10 -0.10 -0.16
C -0.649 5.900 0.315 0.27 0.43 -0.18
C 0.765 -0.049 1.136 0.63 -0.04 -1.48
Co 2.008 3.439 -0.776 -0.04 -1.66 -3.50
H 3.424 3.842 2.789 0.07 -0.42 -0.24
C 3.425 3.330 1.817 0.99 1.88 -0.80
H -1.861 -1.131 -2.416 0.12 -0.23 0.08
H -1.243 -2.652 2.841 -0.11 0.24 -0.05
C -0.007 -1.823 -1.604 0.45 0.51 0.04
C -0.037 3.419 3.062 1.63 1.75 1.22
C 1.180 6.593 1.771 -0.41 0.38 -0.11
```
Forces are in eV/Å.

=====

2.
Computed, not measured: C28H20F10HgN7S2SeSi as an isolated structure at a distorted geometry, with the ωB97M-V functional and the def2-TZVPD basis.

## Properties
Orbital gap (alpha / beta): 3.63 / 6.14 eV
Multiplicity: 2
Lowest unoccupied orbital energy (alpha / beta): 0.128 / 0.128 Eh
Net charge: -2
⟨S²⟩: 0.7646

```
70
Properties=species:S:1:pos:R:3:forces:R:3
C -1.320 3.225 -4.024 0.58 0.73 -1.40
N 3.792 0.024 3.740 0.02 -0.25 0.62
N 5.977 0.705 3.733 0.40 0.03 0.30
H 1.142 -4.408 -3.251 0.05 -0.23 -0.04
H 2.906 2.606 -3.711 -0.09 0.05 -0.15
C -3.057 -2.338 -1.563 -0.04 -0.04 0.07
H -3.392 0.842 -0.499 0.01 0.06 0.01
C -2.243 0.418 5.065 -0.11 0.00 0.31
C -2.356 1.266 6.162 0.10 0.10 -0.09
N 4.711 1.151 1.864 0.86 0.02 0.68
H 6.784 0.845 3.149 -0.03 -0.03 0.01
C -1.007 2.115 3.804 -0.55 -0.45 0.71
H -3.582 -3.121 -2.092 -0.13 -0.06 -0.12
N 1.557 -0.512 3.738 -0.49 -0.18 0.14
C -1.976 2.732 -2.866 0.28 0.18 1.72
C -3.103 1.919 -3.332 -0.42 -0.61 -0.84
F -4.262 1.956 -2.593 0.03 0.21 0.09
S 0.473 -1.618 0.145 0.55 -0.23 0.18
H -2.681 -5.737 -1.734 -0.17 -0.02 0.21
C 0.579 -3.567 -2.855 -0.42 -0.21 0.43
C 4.299 2.517 -2.055 0.33 -0.11 0.58
Se -1.458 3.054 -1.149 -0.48 -0.05 -1.19
C -1.756 -2.561 -1.147 0.09 -0.38 -0.16
F -2.766 -0.825 5.137 0.11 0.27 -0.01
C 2.010 1.859 -1.922 0.10 0.10 -0.37
Si -0.761 -4.093 -1.603 0.29 -0.32 -0.07
H 0.600 -5.829 -0.381 0.06 -0.22 -0.17
C -2.971 -0.138 -0.672 -0.34 -0.10 -0.05
C 2.615 0.044 3.102 0.46 0.52 -0.73
H 5.374 2.256 -0.213 0.05 -0.02 0.02
H 1.759 -1.091 4.536 0.03 0.04 -0.13
C -1.908 -5.397 -2.416 0.33 0.55 0.24
C 4.781 0.625 3.071 -0.50 0.21 -0.72
H 0.138 -3.025 -3.688 -0.15 0.06 -0.11
H -2.395 -5.012 -3.305 -0.11 0.14 -0.23
S -0.174 2.691 2.433 0.32 0.23 -0.99
Hg 0.206 0.847 0.597 0.68 0.72 0.73
H 1.276 -2.895 -2.364 0.08 0.11 0.10
N -1.729 -0.328 -0.253 -0.16 0.09 -0.21
C 3.342 1.603 -0.052 0.29 -0.47 1.47
H -0.713 -5.252 0.639 -0.21 -0.05 0.10
C -3.101 1.996 -4.845 -0.62 -1.02 0.50
H -1.330 -6.267 -2.713 0.20 -0.17 -0.04
H 0.710 -4.255 0.396 0.08 0.06 0.07
F -1.644 3.242 -6.425 -0.20 -0.42 1.10
C 3.489 1.112 1.291 -0.20 0.27 -1.18
C 3.058 2.347 -2.677 -0.49 -0.06 -0.30
H 1.023 1.749 -2.356 -0.01 0.01 -0.05
F -2.974 0.859 7.294 0.09 0.07 -0.26
H 0.776 -0.767 3.150 0.02 -0.05 0.07
C -3.688 -1.127 -1.316 -0.12 -0.01 0.04
F -1.511 -0.033 2.893 -0.10 0.20 0.42
F -0.623 4.182 4.926 -0.08 -0.12 0.03
F -0.176 3.945 -3.978 -0.50 -0.44 -0.10
H 5.131 2.931 -2.607 0.13 0.05 0.00
C -1.127 -1.505 -0.471 -0.02 -0.21 0.12
F -1.914 3.382 7.135 0.01 -0.21 -0.18
C 4.441 2.147 -0.742 0.36 0.33 -0.64
N 2.129 1.501 -0.654 -0.95 0.09 -0.06
H -4.695 -0.936 -1.646 -0.05 0.06 -0.10
H 6.065 0.069 4.508 0.05 0.00 -0.08
N 2.411 0.583 1.908 -0.40 -0.49 0.56
C -1.148 2.946 4.939 0.03 -0.32 -0.40
C -2.889 0.641 -4.151 0.67 0.87 -0.18
F -4.246 2.118 -5.611 0.13 0.28 -0.03
C -1.594 0.839 3.921 0.23 0.30 -0.12
C 0.034 -4.949 -0.090 -0.21 0.33 -0.51
C -1.989 2.891 -5.164 0.66 0.53 0.26
F -1.519 0.260 -4.170 -0.25 -0.09 0.00
C -1.806 2.543 6.082 -0.15 -0.27 0.17
```
Forces are in eV/Å.

=====

3.
Computed, not measured: C28H20FN5O5Pt as an isolated structure, with the ωB97M-V functional and the def2-TZVPD basis.

## Properties
Orbital gap: 6.27 eV
Lowest unoccupied orbital energy: -0.065 Eh
Net charge: 0

```
60
Properties=species:S:1:pos:R:3:forces:R:3
C -4.145 -1.348 -1.159 0.00 -0.01 0.00
C -0.474 1.059 2.176 -0.02 0.01 -0.03
O 3.157 -1.849 6.147 0.00 0.03 -0.01
C 1.247 3.364 -3.321 0.00 0.01 0.00
C 2.418 -0.885 5.906 -0.04 -0.03 -0.03
C 3.067 -4.560 0.044 0.00 0.00 0.00
C 1.697 -1.830 2.264 0.01 -0.05 -0.01
C -0.819 2.220 -1.941 0.04 0.00 0.00
H -4.809 -2.429 -2.883 0.00 0.00 0.00
N 0.828 -0.870 1.934 -0.04 0.02 0.00
H 0.751 0.882 4.799 0.00 -0.01 0.00
H -0.642 2.250 3.936 0.00 0.00 0.00
C 0.206 1.404 -2.370 0.05 0.02 -0.03
N 1.160 -2.596 0.066 0.08 0.18 0.02
H 2.076 3.812 -3.852 0.00 0.00 0.00
C -4.222 -1.597 -2.520 0.00 0.00 0.00
H -2.233 3.856 2.891 0.00 0.00 0.00
H 0.210 0.336 -2.195 -0.02 0.00 0.00
N 2.965 0.288 -1.123 -0.15 0.10 -0.10
O 3.931 0.899 -1.580 0.00 -0.02 0.01
H 3.536 -3.890 2.040 0.00 -0.01 0.00
C 1.323 -3.335 -1.025 0.00 -0.02 0.01
H -1.680 4.197 -1.844 0.00 0.00 0.00
C 2.268 -4.346 -1.065 -0.02 0.01 0.00
Pt 0.039 -0.934 0.173 -0.13 -0.33 -0.06
C -3.386 -0.289 -0.685 0.02 0.01 0.01
C 1.251 2.001 -3.068 0.01 -0.02 0.02
C 0.989 0.133 4.055 -0.01 0.01 -0.05
O 2.469 -0.685 -1.749 0.05 0.01 0.01
C 0.191 4.157 -2.893 0.01 0.00 0.00
N -0.844 0.846 0.877 0.12 0.06 0.05
C 0.472 0.102 2.774 0.04 -0.01 0.06
C -1.834 3.022 2.331 -0.01 -0.01 -0.02
H -2.225 0.896 -3.652 0.00 0.00 0.00
H -2.837 3.526 0.496 0.00 0.00 0.00
C -3.546 -0.783 -3.417 0.00 0.00 0.00
H -3.314 -0.108 0.379 -0.01 0.00 0.00
H 2.077 1.379 -3.384 0.01 0.00 0.01
C -2.779 0.276 -2.961 -0.01 0.01 0.00
C -2.707 0.489 -1.600 -0.01 -0.02 0.02
H 2.930 -2.613 3.879 0.00 0.01 0.01
C -0.855 3.583 -2.191 -0.02 -0.01 0.02
C 2.908 -3.765 1.170 0.01 -0.01 0.01
C 2.239 -1.853 3.537 -0.01 0.04 -0.01
C -0.960 2.132 2.912 0.02 0.00 0.02
O 2.007 0.062 6.594 0.01 -0.01 -0.01
C -2.177 2.835 1.003 0.01 0.00 0.01
C -1.643 1.756 0.332 -0.01 0.03 -0.03
H -4.667 -1.983 -0.457 0.00 0.00 0.00
H 2.381 -4.933 -1.964 0.00 0.00 0.00
F -0.712 -1.261 -1.642 -0.03 -0.05 0.00
H -2.655 2.440 -1.213 0.00 0.00 -0.02
H 3.825 -5.332 0.031 0.00 0.00 0.00
H -3.602 -0.978 -4.479 0.00 0.00 0.00
O 2.429 0.651 -0.046 0.07 0.03 0.07
C 1.872 -0.868 4.444 0.05 -0.01 0.06
H 0.687 -3.069 -1.858 0.01 0.00 0.00
C 1.944 -2.779 1.156 -0.07 0.01 0.00
N -1.963 1.696 -1.114 -0.01 0.00 0.01
H 0.182 5.219 -3.096 0.00 0.00 0.00
```
Forces are in eV/Å.

=====

4.
Computed, not measured: C28H21BrN4O2Sn as an isolated structure at a distorted geometry, with the ωB97M-V functional and the def2-TZVPD basis.

## Properties
Orbital gap: 6.57 eV
Lowest unoccupied orbital energy: -0.262 Eh
Net charge: +2

```
57
Properties=species:S:1:pos:R:3:forces:R:3
C 2.584 0.635 -1.443 -0.30 0.16 -0.13
Br 1.524 1.812 -2.463 -0.04 -0.06 0.13
H -2.972 0.442 -1.686 0.02 0.01 0.04
H -2.226 1.682 3.897 -0.04 0.03 0.01
C -2.456 -1.772 0.792 -0.65 -1.06 -0.68
C -2.320 0.142 2.404 0.12 -0.09 0.06
H 1.243 2.063 0.918 0.29 0.09 -0.08
C -3.730 2.480 -1.657 0.13 0.07 0.15
H 5.685 -0.568 -1.050 0.01 -0.01 0.01
C -0.347 4.211 1.578 0.05 0.06 -0.02
C -1.624 2.857 0.062 -0.07 0.36 0.12
H -2.505 0.108 5.779 0.00 0.00 0.01
H -2.812 -2.303 5.343 -0.01 0.00 0.01
H -5.131 -1.890 1.073 -0.02 0.00 0.02
H -4.184 4.550 -1.379 -0.01 0.00 0.01
C -5.030 -4.999 -0.270 -0.09 -0.04 0.01
C 4.627 -0.415 -0.886 0.13 -0.10 0.06
C -0.563 3.011 0.963 0.29 0.34 0.39
C 3.963 -1.126 0.104 -0.02 -0.04 0.14
Sn -0.292 0.036 0.198 -1.04 -1.45 -0.70
H 0.355 1.655 2.216 -0.10 -0.05 0.06
C -2.223 5.185 0.420 0.11 -0.01 0.08
H -1.005 6.255 1.805 0.01 0.00 0.00
N -1.776 -1.462 -0.236 1.49 1.74 -0.38
H -2.875 6.022 0.206 0.01 0.01 0.00
H -2.268 0.850 1.587 -0.25 0.06 0.00
C -3.354 -2.928 0.436 -0.19 0.41 0.44
N 0.296 1.852 1.215 0.04 0.48 0.36
C -3.530 3.727 -1.123 0.03 -0.14 0.00
H 4.421 1.060 -2.452 0.00 0.00 -0.02
H 0.477 4.325 2.271 0.00 0.02 0.04
C -3.664 -5.122 -0.469 0.10 0.06 -0.06
O 0.561 -1.251 1.460 0.16 0.22 0.75
H -1.748 -4.158 -0.269 0.02 -0.01 -0.03
C -5.561 -3.844 0.291 -0.08 0.04 -0.07
H -2.843 -3.149 3.024 -0.02 0.00 -0.01
H -4.539 2.276 -2.343 0.00 -0.01 0.01
C -2.698 -2.095 3.217 0.05 0.07 0.08
C -2.817 -4.077 -0.129 -0.07 -0.08 0.09
C -1.188 5.314 1.305 -0.04 -0.13 -0.07
C 2.616 -0.900 0.293 -0.14 -0.26 0.02
C -4.729 -2.793 0.630 0.14 -0.26 0.22
O 2.282 -2.589 1.918 0.32 -0.30 0.37
H -3.256 -6.030 -0.892 0.00 -0.01 -0.01
C 1.798 -1.671 1.343 0.35 0.25 -0.68
H -6.625 -3.772 0.472 -0.03 0.03 -0.07
C -2.496 -0.263 4.763 0.01 0.05 0.03
H 4.459 -1.852 0.733 0.00 0.00 0.01
C -2.327 0.621 3.706 0.10 0.03 0.06
C -2.496 -1.219 2.155 0.04 -0.07 0.07
C -2.462 3.945 -0.218 -0.26 0.26 -0.08
N -1.835 1.646 -0.480 0.50 -0.61 -0.58
N 1.941 -0.036 -0.485 -0.76 0.03 0.16
C -2.849 1.447 -1.295 -0.18 -0.08 -0.32
C -2.679 -1.617 4.518 0.01 -0.01 -0.02
H -5.690 -5.807 -0.553 0.01 -0.04 0.05
C 3.936 0.489 -1.675 -0.11 0.04 -0.03
```
Forces are in eV/Å.

=====

Result set for ΔE to the lowest compared entry with this formula, charge and spin: 0.944, 0.000, 0.424, 1.448 eV, one per record in the order listed.